Entry 1:
# C17H15Cl5FN2O2ReSSbSe4

A molecular structure, C17H15Cl5FN2O2ReSSbSe4 (ωB97M-V/def2-TZVPD, the OMol25 dataset).

The net charge is -2. Its spin multiplicity is 2. For the HOMO-LUMO gap (spin up / spin down), the calculation gives 5.58 / 5.64 eV. As for the HOMO energy (spin up / spin down): -1.9 / -2.0 eV. Its energy above the lowest of the compared OMol25 structures with the same formula, charge and spin is 0.147 eV.

Cartesian coordinates (Å):
Re -0.253 -0.505 0.441
Se 1.446 -5.213 2.197
Sb 0.312 -3.203 2.884
Se 1.447 -1.039 1.983
Se -1.499 -2.435 1.223
Se -0.357 -3.081 5.198
Cl 3.952 4.633 -3.885
C 3.035 3.670 -2.774
C 3.455 2.394 -2.414
Cl 4.937 1.780 -3.071
C 2.720 1.608 -1.541
Cl 3.320 0.076 -1.036
C 1.478 2.052 -0.989
O 0.712 1.374 -0.244
C 1.118 3.395 -1.335
Cl -0.315 4.016 -0.603
C 1.861 4.165 -2.205
Cl 1.330 5.763 -2.614
C 0.791 -1.906 -3.414
C 0.067 -2.284 -2.122
C 0.759 -3.475 -1.472
C -1.403 -2.565 -2.414
O 0.174 -1.126 -1.281
H 0.798 -2.751 -4.106
H 1.820 -1.621 -3.196
H 0.292 -1.065 -3.901
H 0.912 -4.269 -2.209
H 0.184 -3.880 -0.644
H 1.732 -3.178 -1.079
H -1.487 -3.411 -3.103
H -1.873 -1.692 -2.871
H -1.930 -2.810 -1.493
N -3.857 -0.016 0.784
C -3.408 0.570 -0.337
N -2.259 0.342 -0.901
C -2.123 1.101 -2.062
C -1.028 1.078 -2.923
C -1.031 1.900 -4.035
C -2.105 2.744 -4.313
C -3.209 2.764 -3.477
C -3.204 1.937 -2.364
S -4.438 1.741 -1.151
H -3.178 -0.542 1.334
H -4.629 0.402 1.268
H -0.195 0.435 -2.689
H -0.167 1.900 -4.689
H -2.077 3.391 -5.180
H -4.051 3.413 -3.682
F -1.207 0.752 1.498

Entry 2:
# C17H15F21N5O21S7Zn2

A molecular structure, C17H15F21N5O21S7Zn2 in a non-equilibrium geometry (ωB97M-V/def2-TZVPD, the OMol25 dataset).

The net charge is -3. For the HOMO-LUMO gap, the calculation gives 5.93 eV. As for the HOMO energy: -1.8 eV. Its energy above the lowest of the compared OMol25 structures with the same formula, charge and spin is 4.808 eV.

Cartesian coordinates (Å):
Zn -23.210 -2.510 2.079
Zn -25.188 -0.420 -2.383
C -23.320 0.217 6.021
F -22.779 0.971 5.065
F -22.630 0.332 7.179
F -24.561 0.763 6.165
S -23.402 -1.636 5.441
O -22.253 -2.357 5.997
O -24.616 -2.324 5.859
O -23.427 -1.627 3.943
C -23.217 2.110 1.006
F -24.065 2.149 2.047
F -23.623 3.048 0.195
F -21.995 2.407 1.486
S -23.183 0.382 0.272
O -21.988 0.331 -0.529
O -23.189 -0.698 1.322
O -24.330 0.303 -0.667
C -21.431 1.357 -4.623
F -20.398 1.199 -5.435
F -20.814 1.733 -3.471
F -22.163 2.357 -5.115
S -22.493 -0.260 -4.417
O -23.013 -0.565 -5.721
O -21.605 -1.278 -3.984
O -23.576 -0.049 -3.451
C -27.596 2.756 0.378
F -26.636 1.875 -0.010
F -27.125 3.422 1.473
F -27.773 3.632 -0.649
S -29.177 1.738 0.784
O -28.803 0.711 1.721
O -30.057 2.731 1.390
O -29.696 1.248 -0.534
C -24.035 -4.959 -1.753
F -23.055 -5.697 -2.298
F -24.881 -4.703 -2.690
F -24.570 -5.409 -0.617
S -23.277 -3.098 -1.343
O -24.260 -2.099 -1.795
O -23.052 -3.055 0.107
O -22.040 -3.059 -2.146
C -18.598 -1.307 2.778
F -17.736 -1.170 3.786
F -18.700 -0.154 2.151
F -18.222 -2.223 1.905
S -20.297 -1.792 3.519
O -20.790 -0.538 4.025
O -21.267 -2.224 2.472
O -20.105 -2.828 4.610
C -27.375 -4.426 1.666
F -28.651 -4.473 2.033
F -26.783 -5.618 2.010
F -27.320 -4.250 0.344
S -26.413 -3.007 2.569
O -27.175 -1.765 2.527
O -26.097 -3.481 3.913
O -25.116 -2.864 1.918
C -19.505 2.255 4.158
C -18.900 1.736 5.418
N -18.393 1.367 6.345
H -20.033 3.163 4.452
H -20.324 1.687 3.717
H -18.757 2.425 3.384
C -26.560 3.888 -3.382
C -25.981 2.590 -3.014
N -25.653 1.521 -2.783
H -25.916 4.402 -4.095
H -26.576 4.546 -2.512
H -27.546 3.679 -3.796
C -24.915 5.868 0.665
C -24.537 6.331 1.963
N -24.203 6.636 3.051
H -24.037 5.933 0.022
H -25.733 6.438 0.226
H -25.225 4.830 0.785
C -18.773 0.650 -0.696
C -19.244 -0.608 -1.304
N -19.695 -1.587 -1.771
H -17.944 0.622 0.010
H -19.614 0.884 -0.044
H -18.514 1.403 -1.440
C -25.362 3.341 4.338
C -26.120 2.118 4.052
N -26.656 1.079 3.744
H -25.813 3.916 5.147
H -25.379 4.075 3.533
H -24.330 3.062 4.553